{
  "formula": "C36H96O12",
  "method": "the ωB97M-V functional and the def2-TZVPD basis",
  "symbols": ["C", "C", "C", "O", "H", "H", "H", "H", "H", "H", "H", "H", "C", "C", "C", "O", "H", "H", "H", "H", "H", "H", "H", "H", "C", "C", "C", "O", "H", "H", "H", "H", "H", "H", "H", "H", "C", "C", "C", "O", "H", "H", "H", "H", "H", "H", "H", "H", "C", "C", "C", "O", "H", "H", "H", "H", "H", "H", "H", "H", "C", "C", "C", "O", "H", "H", "H", "H", "H", "H", "H", "H", "C", "C", "C", "O", "H", "H", "H", "H", "H", "H", "H", "H", "C", "C", "C", "O", "H", "H", "H", "H", "H", "H", "H", "H", "C", "C", "C", "O", "H", "H", "H", "H", "H", "H", "H", "H", "C", "C", "C", "O", "H", "H", "H", "H", "H", "H", "H", "H", "C", "C", "C", "O", "H", "H", "H", "H", "H", "H", "H", "H", "C", "C", "C", "O", "H", "H", "H", "H", "H", "H", "H", "H"],
  "coordinates": [[-0.34672, -0.69737, -1.58523], [0.31475, 0.15991, -0.46161], [-0.10836, -0.44114, 0.91079], [1.74014, -0.06870, -0.60897], [-1.36858, -0.31955, -1.61930], [-0.46315, -1.75139, -1.33306], [0.01254, -0.54157, -2.60246], [-0.00857, 1.20084, -0.46698], [0.50223, -0.03333, 1.71638], [0.17715, -1.49277, 0.88523], [-1.17135, -0.51111, 1.14159], [2.13317, -0.36158, 0.21647], [-0.30188, 2.86808, -7.29438], [-0.35298, 1.47521, -6.60774], [0.66753, 1.38467, -5.45657], [-1.59811, 1.29351, -6.15428], [0.72656, 3.22193, -7.36640], [-0.78616, 3.63978, -6.69601], [-0.76943, 2.85753, -8.27896], [-0.02960, 0.62754, -7.21188], [0.69192, 2.33548, -4.92417], [1.64932, 1.11647, -5.84676], [0.28522, 0.69036, -4.70832], [-1.88354, 1.92909, -5.49385], [0.24737, 4.48089, -0.70686], [-0.53899, 5.17005, 0.34294], [-0.79801, 6.60970, -0.00269], [-1.76977, 4.49232, 0.62519], [0.36606, 3.47006, -0.31671], [1.19155, 4.90972, -1.04264], [-0.44097, 4.36673, -1.54427], [0.07352, 5.15043, 1.24436], [-1.31142, 6.99116, 0.87992], [-1.39303, 6.64760, -0.91517], [0.08421, 7.23224, -0.15182], [-2.49811, 4.84650, 0.10974], [-3.04499, -3.14864, -3.05836], [-3.25895, -2.81647, -1.53198], [-4.06945, -1.53880, -1.22466], [-3.91328, -3.96184, -0.98034], [-2.20846, -2.56176, -3.43769], [-3.96355, -2.89237, -3.58626], [-2.76469, -4.19877, -3.14050], [-2.34963, -2.67253, -0.94843], [-4.88605, -1.45915, -1.94225], [-3.39244, -0.72877, -0.95337], [-4.48636, -1.73594, -0.23702], [-3.24663, -4.62340, -0.78154], [5.50763, 3.50071, 1.59882], [4.15457, 3.03082, 2.16505], [3.17754, 2.55277, 1.14520], [4.49729, 1.94948, 3.02830], [6.03688, 2.64660, 1.17633], [6.23550, 3.90758, 2.30078], [5.29234, 4.32076, 0.91380], [3.75421, 3.91529, 2.66057], [3.56030, 1.69316, 0.59505], [3.08752, 3.34303, 0.39990], [2.22739, 2.27306, 1.60026], [3.67773, 1.93823, 3.52810], [1.43587, -2.28748, -5.55294], [0.81487, -3.71411, -5.19151], [1.27604, -4.80676, -6.17992], [1.10958, -4.00437, -3.82766], [2.51597, -2.16141, -5.62782], [1.06914, -1.42355, -4.99866], [0.98033, -2.06620, -6.51814], [-0.26737, -3.60327, -5.25900], [2.34844, -4.66872, -6.31780], [0.56605, -4.81219, -7.00695], [1.30424, -5.81416, -5.76464], [1.12870, -3.18174, -3.33318], [-5.08477, 1.74447, -3.79839], [-4.37839, 1.91673, -2.45324], [-2.81144, 2.15573, -2.57739], [-5.03595, 3.00203, -1.81917], [-4.86919, 2.49144, -4.56237], [-6.17013, 1.72744, -3.69945], [-4.70500, 0.79762, -4.18227], [-4.65193, 0.98438, -1.95927], [-2.29819, 1.85807, -1.66303], [-2.60495, 3.18885, -2.85691], [-2.51511, 1.43277, -3.33740], [-5.50367, 3.44030, -2.53385], [0.40918, -4.68149, 2.17353], [-1.01340, -4.63505, 2.71181], [-1.90967, -3.64713, 2.03975], [-1.56962, -5.89422, 2.61984], [0.96870, -5.58485, 2.41643], [0.87372, -3.73107, 2.43620], [0.38710, -4.75888, 1.08651], [-1.00025, -4.41230, 3.77873], [-1.97662, -3.87093, 0.97508], [-1.50150, -2.64049, 2.13016], [-2.96623, -3.67982, 2.30565], [-2.36267, -5.74696, 3.14039], [2.27104, 3.67438, 5.09272], [2.17476, 2.16441, 5.23678], [1.00558, 1.73466, 6.09746], [1.95431, 1.66010, 3.97216], [3.05559, 4.12412, 4.48419], [2.30198, 4.17776, 6.05902], [1.41342, 4.05739, 4.53964], [3.11267, 1.82428, 5.67580], [1.02256, 2.21544, 7.07555], [1.06240, 0.66835, 6.31619], [0.05967, 2.05791, 5.66286], [1.05040, 1.93930, 3.80905], [0.01556, -1.36782, 4.39399], [1.05457, -2.04945, 5.41796], [2.52070, -1.61732, 5.16574], [0.86973, -1.83133, 6.74933], [0.36961, -1.66153, 3.40581], [-0.13313, -0.29481, 4.51502], [-0.99991, -1.74840, 4.50393], [0.85023, -3.11939, 5.37832], [2.50500, -0.62351, 4.71830], [3.20085, -2.24645, 4.59154], [3.13921, -1.46029, 6.04941], [1.51827, -2.36962, 7.20894], [-3.19886, 2.29803, 4.31170], [-2.42507, 1.57645, 3.15415], [-3.13267, 1.57886, 1.84391], [-1.29838, 2.41629, 2.94184], [-2.74448, 1.87504, 5.20765], [-4.18892, 1.85057, 4.39931], [-3.10139, 3.38270, 4.35749], [-2.08134, 0.54648, 3.24962], [-2.41268, 1.51560, 1.02800], [-3.62951, 2.53226, 1.66424], [-3.77098, 0.69727, 1.78504], [-1.55700, 2.96007, 2.19417], [3.50462, -4.76119, 0.47943], [3.49754, -4.23181, -1.01416], [3.60184, -2.69627, -0.93300], [4.63520, -4.75549, -1.65032], [4.18158, -5.57146, 0.75018], [2.51900, -5.06218, 0.83449], [3.76025, -3.93504, 1.14293], [2.61707, -4.56111, -1.56592], [2.78696, -2.29139, -0.33288], [3.64842, -2.21670, -1.91073], [4.48984, -2.51273, -0.32812], [4.36338, -5.13809, -2.48777]],
  "forces_ev_per_angstrom": [[-1.1, 1.5, 0.6], [0.2, -2.8, 0.4], [0.7, -0.6, -0.6], [-0.7, 0.9, -0.3], [-0.4, -0.1, -0.2], [0.6, 0.0, 0.0], [0.5, 0.0, 0.2], [0.5, 0.2, -0.5], [-0.4, 0.5, 0.2], [0.2, -0.3, -0.2], [0.0, 0.7, -0.1], [-0.1, 0.2, 0.2], [0.9, -0.6, -0.3], [2.9, 1.8, 0.3], [-0.5, 0.7, 0.1], [-3.5, -1.7, 0.6], [0.1, -0.1, -0.4], [-0.3, -0.3, 0.3], [0.0, 0.0, 0.0], [-0.8, 0.2, -0.8], [0.4, 0.2, 0.0], [0.1, 0.0, 0.4], [0.3, -0.4, -0.2], [0.4, 0.2, 0.0], [-0.8, -1.6, -0.6], [0.7, 1.1, 0.4], [-0.4, 0.2, 0.6], [0.6, -0.4, 0.4], [0.6, -0.2, -0.3], [-0.1, 0.1, 0.4], [0.2, 0.0, -0.5], [-0.3, -0.1, 0.4], [-0.4, 0.5, -0.4], [-0.3, 0.3, 0.1], [0.2, -0.3, 0.0], [0.0, 0.1, -0.2], [0.5, 1.0, 1.6], [0.0, -0.3, -0.6], [0.2, -1.8, 0.9], [-0.6, 0.3, 0.4], [-0.1, 0.2, -0.3], [0.1, -0.3, -0.2], [-0.3, 0.1, -0.2], [0.5, -0.2, -0.5], [0.2, 0.9, 0.0], [-0.2, 0.5, -1.1], [-0.5, -0.2, 0.0], [0.0, -0.1, -0.1], [-0.4, 0.1, -0.3], [2.5, 0.0, -0.2], [0.2, 0.1, -1.0], [-0.5, 1.0, 0.5], [-0.2, 0.1, -0.6], [-0.5, 0.0, 0.6], [0.3, -0.2, -0.6], [-0.3, -0.2, 0.5], [0.1, -0.1, 0.1], [-0.6, 0.1, -0.1], [0.0, 0.2, -0.1], [-0.1, -1.1, 0.4], [-1.3, -0.7, -0.9], [0.8, 1.8, 0.3], [0.3, 0.2, 1.6], [0.4, -0.9, 0.0], [0.0, -0.7, 0.1], [-0.2, -0.4, 0.8], [0.4, 0.0, -0.5], [-0.2, 0.0, -0.2], [-0.1, 0.4, -1.1], [0.8, 0.1, -0.4], [-0.7, 0.0, 0.5], [0.0, 0.1, 0.0], [0.9, -0.6, -0.5], [0.0, 0.8, -1.0], [-2.0, -1.2, 0.1], [0.2, 0.3, 0.7], [0.3, 0.3, 0.1], [0.0, -0.3, 0.3], [-0.4, -0.2, -0.4], [0.6, 0.2, 0.7], [0.0, 0.4, 0.1], [0.0, -0.1, 0.0], [0.5, 0.2, -0.2], [-0.1, 0.3, 0.3], [-0.7, 0.3, -0.7], [1.0, 0.4, 0.6], [0.0, 0.8, -1.3], [-0.9, -1.4, 0.0], [0.0, 0.3, 0.9], [0.6, -0.3, 0.0], [-0.3, 0.4, -0.3], [0.5, 0.5, 0.3], [0.4, 0.0, -0.2], [-0.3, 0.1, 0.1], [0.1, 0.0, 0.8], [-0.5, -1.0, -0.1], [-0.4, 1.2, 0.3], [-0.1, 1.6, 1.4], [0.4, 0.3, 1.2], [0.1, -1.2, -1.3], [0.6, -0.8, 0.2], [-0.1, 0.0, 0.1], [-0.6, -0.2, 0.3], [0.1, -0.5, -0.3], [0.2, 0.2, 0.1], [-0.3, 0.0, -0.3], [-0.1, -0.3, -0.3], [-0.5, -0.1, -0.8], [0.7, -0.7, 1.6], [0.5, -0.5, -2.0], [0.5, 0.4, -1.0], [-1.7, 1.5, 2.8], [0.0, 0.4, 0.0], [0.7, 0.1, -0.2], [0.1, -0.5, 0.2], [0.5, -0.4, -1.3], [0.1, 0.0, -0.4], [-0.6, -0.3, -0.6], [-0.6, -0.2, 0.7], [-0.1, 0.1, 0.1], [0.5, -3.1, 0.4], [-0.1, 2.1, -0.3], [-0.8, -0.2, -0.8], [1.5, -0.1, 0.3], [0.3, 0.5, 0.4], [-0.5, 0.7, -0.3], [-0.3, -0.3, -0.6], [0.0, 0.0, 1.2], [0.2, -0.3, 0.0], [-0.5, -0.2, 0.1], [-0.5, 0.3, -0.3], [0.4, 0.6, -0.2], [-0.7, 0.5, -0.1], [0.1, 0.0, 1.8], [-0.1, -0.8, 0.3], [0.6, -0.3, -0.6], [0.1, 0.0, -0.7], [0.0, -0.1, -0.3], [0.2, 0.1, 0.0], [-0.2, 0.1, 0.2], [-0.2, -0.1, -0.3], [0.0, 0.0, 0.1], [0.3, 0.3, -0.4], [0.1, 0.0, 0.0]],
  "lowdin_charge": [-0.037, -0.390, -0.052, -0.070, 0.040, 0.068, 0.065, 0.108, 0.073, 0.064, 0.068, 0.059, -0.042, -0.533, -0.057, -0.036, 0.073, 0.075, 0.074, 0.134, 0.075, 0.084, 0.050, 0.080, -0.056, -0.517, -0.055, -0.049, 0.061, 0.094, 0.075, 0.139, 0.086, 0.086, 0.087, 0.094, -0.021, -0.463, -0.039, -0.071, 0.058, 0.075, 0.075, 0.090, 0.084, 0.052, 0.078, 0.079, -0.052, -0.508, -0.051, -0.045, 0.082, 0.074, 0.073, 0.112, 0.083, 0.077, 0.068, 0.018, -0.042, -0.443, -0.046, -0.069, 0.080, 0.038, 0.070, 0.114, 0.078, 0.082, 0.073, 0.063, -0.069, -0.455, -0.016, -0.058, 0.082, 0.086, 0.080, 0.102, 0.049, 0.078, 0.057, 0.071, -0.043, -0.543, -0.044, -0.024, 0.087, 0.071, 0.075, 0.128, 0.064, 0.052, 0.094, 0.093, -0.038, -0.504, -0.031, -0.080, 0.062, 0.085, 0.087, 0.150, 0.087, 0.065, 0.084, 0.073, -0.018, -0.464, -0.035, -0.057, 0.048, 0.050, 0.070, 0.119, 0.055, 0.074, 0.077, 0.098, -0.025, -0.466, -0.075, -0.083, 0.062, 0.074, 0.087, 0.117, 0.063, 0.092, 0.089, 0.039, -0.032, -0.452, -0.054, -0.047, 0.078, 0.027, 0.063, 0.119, 0.053, 0.081, 0.084, 0.087],
  "total_charge": 0,
  "relative_energy_kcal_mol": 143.4,
  "orbital_gap_ev": 10.08,
  "smiles": "CC(C)O.CC(C)O.CC(C)O.CC(C)O.CC(C)O.CC(C)O.CC(C)O.CC(C)O.CC(C)O.CC(C)O.CC(C)O.CC(C)O",
  "e_homo_ev": -9.6689
}